C25H46CdCl2N3O6Si as an isolated structure, computed with the ωB97M-V functional and the def2-TZVPD basis.

## Properties
* largest force on an atom: 3.21 eV Å⁻¹
* total charge: -1
* relative energy (zero: lowest compared OMol25 entry of this formula, charge and spin): 77.03 kcal/mol
* E_LUMO: 2.60 eV
* 2S+1: 1

Geometry (Å):
1 C -1.56200 -0.27803 -5.00119
2 C -1.96331 0.29706 -3.64635
3 H -2.34200 -0.06984 -5.74035
4 H -1.45741 -1.38250 -5.07372
5 H -0.59850 0.11459 -5.39273
6 C -3.20354 0.49954 -3.19813
7 C -4.28757 0.73920 -4.14338
8 H -3.40053 0.65425 -2.16315
9 H -4.74458 -0.12716 -4.55214
10 H -3.99988 1.36808 -4.96586
11 H -5.09395 1.23904 -3.65980
12 Cd 1.61324 -1.18875 2.02659
13 Cl 2.25799 -3.51816 2.79777
14 C 0.31292 1.98386 2.38137
15 O 0.28151 0.87165 2.94069
16 N 0.18796 3.16003 3.04249
17 C -0.52401 3.20943 4.31723
18 C 0.53791 4.41619 2.40106
19 H 0.46592 2.09449 1.28860
20 H -0.50887 2.26550 4.87753
21 H -1.56328 3.54526 4.18299
22 H -0.04761 3.98569 4.91780
23 H 1.32917 4.24824 1.66617
24 H 0.89638 5.08819 3.18193
25 H -0.33861 4.84626 1.90096
26 H 5.16352 -2.55621 5.86534
27 H 6.96446 -2.71208 4.10851
28 C 4.37265 -2.57711 5.12988
29 C 6.15335 -2.83256 3.39028
30 N 4.93727 -2.16203 3.86241
31 H 3.58804 -1.86210 5.33523
32 C 4.27416 -1.27159 3.09563
33 O 3.20690 -0.66776 3.41117
34 H 6.42171 -2.41406 2.42618
35 H 4.66793 -1.13378 2.06243
36 H 3.98411 -3.58540 5.05454
37 H 6.01646 -3.90729 3.26116
38 H -3.83629 -2.03624 -1.19162
39 H -4.89995 0.10186 -0.80498
40 C -3.77127 -2.15927 -0.11142
41 C -4.77076 -0.01915 0.27010
42 N -3.58235 -0.83585 0.46404
43 H -2.95369 -2.81951 0.12108
44 C -2.88092 -0.74156 1.67128
45 O -2.26184 -1.66400 2.19774
46 H -4.66165 0.95650 0.73814
47 H -2.97614 0.27151 2.15168
48 H -4.69501 -2.61422 0.25203
49 H -5.65744 -0.51827 0.66721
50 O -1.06654 -0.83398 -2.26928
51 C -0.81908 0.57599 -2.73335
52 C -1.75178 1.48309 -0.70268
53 C -0.88392 1.73418 -1.74264
54 H -2.11725 0.45396 -0.71662
55 C -2.23324 2.50182 0.10795
56 H 0.15566 0.66258 -3.23100
57 C -0.19140 2.96008 -1.80936
58 H -3.03703 2.25902 0.80077
59 C -1.67297 3.77622 -0.04117
60 C -0.67324 4.01954 -1.01379
61 H 0.61003 3.06595 -2.54801
62 H -2.19271 4.61444 0.47327
63 H -0.24751 5.02424 -1.14371
64 Si -0.06888 -2.18607 -2.09892
65 Cl 0.20566 -0.50566 0.28281
66 C -0.76355 -3.39749 -0.76648
67 C 1.79529 -2.47551 -1.56017
68 C 0.05262 -2.61989 -3.89065
69 H -0.99278 -3.08588 0.27328
70 H 0.03401 -4.10816 -0.59165
71 H -1.62942 -3.98198 -1.16460
72 H -0.99324 -2.82699 -4.17842
73 H 0.66623 -3.46218 -4.24928
74 H 0.40327 -1.70696 -4.40574
75 H 2.41142 -1.66223 -1.14740
76 H 2.38071 -2.92569 -2.38807
77 H 1.78652 -3.24573 -0.77975
78 C 4.08134 1.17637 -1.17095
79 C 3.13976 0.96774 -0.00635
80 O 2.37342 1.88369 0.35232
81 O 3.27920 -0.19287 0.51194
82 H 5.03303 1.53867 -0.76428
83 H 3.67060 1.97278 -1.78148
84 H 4.20517 0.24497 -1.72093

Per-atom Mulliken charges, elementary charge units:
1. C -1.78
2. C 0.68
3. H 0.46
4. H 0.09
5. H 0.37
6. C 1.02
7. C -2.11
8. H 0.04
9. H 0.34
10. H 0.44
11. H 0.51
12. Cd 1.11
13. Cl -0.71
14. C 0.65
15. O -0.83
16. N 0.34
17. C -1.00
18. C -0.87
19. H -0.29
20. H 0.28
21. H 0.28
22. H 0.33
23. H 0.21
24. H 0.39
25. H 0.25
26. H 0.38
27. H 0.29
28. C -0.99
29. C -0.90
30. N 0.24
31. H 0.24
32. C 0.55
33. O -0.92
34. H 0.29
35. H 0.09
36. H 0.32
37. H 0.31
38. H 0.26
39. H 0.30
40. C -0.96
41. C -0.95
42. N 0.58
43. H 0.17
44. C 0.06
45. O -0.54
46. H 0.33
47. H 0.16
48. H 0.36
49. H 0.33
50. O -0.19
51. C -0.35
52. C 1.01
53. C 0.66
54. H 0.14
55. C -1.09
56. H 0.61
57. C -0.78
58. H -0.06
59. C -0.76
60. C -0.76
61. H 0.39
62. H 0.45
63. H 0.40
64. Si 1.00
65. Cl 0.24
66. C -1.30
67. C -1.03
68. C -1.30
69. H 0.20
70. H 0.47
71. H 0.40
72. H 0.20
73. H 0.42
74. H 0.32
75. H -0.01
76. H 0.37
77. H 0.26
78. C -1.40
79. C 0.45
80. O -0.56
81. O -0.68
82. H 0.33
83. H 0.34
84. H 0.35